No. 1
DFT (ωB97M-V/def2-TZVPD) results for 5 unconnected molecules or ions with the total composition C32H45FN4O.

Cartesian coordinates (Å):
C: -5.490 -6.080 -5.856
C: 0.628 4.466 3.271
H: -5.927 -4.422 -4.566
C: 4.897 4.743 4.484
C: 4.003 2.494 1.655
C: -7.635 -5.006 -5.723
C: -1.041 -1.230 -1.045
C: 4.790 -4.282 -1.474
H: -5.715 0.338 -3.575
H: -5.342 -7.712 -7.240
H: -7.524 -1.267 -4.080
N: -0.552 5.332 3.343
H: 1.161 5.914 1.808
C: -5.986 -6.953 -6.814
H: 5.491 -1.648 0.535
C: 3.620 3.704 2.517
H: 6.585 -3.183 -1.065
H: 4.739 2.804 0.910
C: -8.133 -5.879 -6.681
H: 3.856 -0.346 3.039
H: 2.170 5.981 3.244
H: 0.784 -1.773 -2.035
H: 5.268 -4.953 -2.175
C: 0.312 -1.104 -1.327
C: -1.641 -0.369 -0.135
C: -0.889 0.614 0.494
H: -7.665 -3.399 -2.839
H: 5.988 5.830 6.000
H: -0.737 3.279 2.379
H: 2.634 0.922 2.897
H: 3.799 0.957 4.238
C: 3.672 0.719 3.180
H: 3.940 5.168 4.800
C: 3.561 -2.558 0.320
C: 3.435 -4.416 -1.199
C: 6.039 5.618 4.933
H: -4.049 -0.189 -1.830
C: -6.795 -1.497 -3.314
H: 3.110 2.172 1.112
N: 0.265 3.278 2.516
N: 2.666 4.514 1.761
C: -7.307 -6.852 -7.226
H: 0.479 2.436 3.037
H: -2.697 -0.463 0.086
F: 4.994 3.511 5.139
C: 4.874 4.473 2.988
H: 1.764 -3.653 -0.090
H: -4.188 -2.325 -0.593
C: 4.915 -2.425 0.048
C: 0.466 0.736 0.217
H: 6.995 5.141 4.720
H: 3.144 3.320 3.418
O: 4.583 1.453 2.394
C: 5.529 -3.287 -0.851
C: 2.821 -3.553 -0.303
H: -5.994 -3.931 -1.102
C: -6.315 -5.106 -5.309
H: 5.766 3.880 2.769
N: 1.046 4.081 4.637
C: -4.841 -0.892 -2.051
C: -5.935 -2.994 -1.640
H: -1.187 4.891 4.002
H: 2.119 -0.028 -0.914
H: 2.859 -5.193 -1.684
H: -9.163 -5.801 -7.002
H: -4.460 -6.158 -5.533
H: 1.748 4.724 4.979
H: -1.363 1.287 1.196
C: -5.778 -0.595 -3.031
H: -7.694 -7.532 -7.975
C: -6.873 -2.695 -2.618
H: 6.007 6.569 4.401
H: 4.964 5.430 2.471
H: -1.629 -1.996 -1.534
C: 1.701 5.291 2.520
H: 3.186 5.146 1.168
C: -4.919 -2.091 -1.356
H: -8.279 -4.245 -5.301
H: -0.285 6.202 3.792
C: 1.062 -0.121 -0.697
H: 1.051 1.506 0.702
H: 1.464 3.160 4.652
H: 3.079 -1.882 1.015

- SMILES = COC[C@@H](C[C@H](C)F)NCC(N)(N)N.c1ccccc1.c1ccccc1.c1ccccc1.c1ccccc1
- LUMO (eV) = 0.7
- HOMO energy (eV) = -8.883
- max |F| (eV Å⁻¹) = 0.5
- HOMO-LUMO gap (eV) = 9.58

These are the Löwdin partial charges, in e, on atoms 1 to 6:
1 C -0.09
2 C -0.65
3 H 0.08
4 C -0.40
5 C -0.19
6 C -0.10


No. 2
DFT (ωB97M-V/def2-TZVPD) results for 5 unconnected molecules or ions with the total composition C3H14O4.

Cartesian coordinates (Å):
H: 2.306 0.783 1.272
H: -2.694 1.361 -1.123
H: -0.703 2.895 -0.737
H: 2.110 2.269 1.002
C: -0.188 2.059 -0.255
O: -2.888 -2.100 -4.055
O: 0.518 0.213 2.601
H: -0.056 2.289 0.804
H: -0.199 -0.195 -0.467
H: -2.302 -2.824 -4.281
H: 1.768 -2.379 2.537
O: 1.913 -2.704 1.653
H: -2.495 -1.709 -3.275
C: -0.706 0.753 -0.607
H: 0.900 2.047 -0.533
H: -2.177 -0.319 -1.792
O: 2.751 1.644 1.341
H: -0.321 0.564 2.933
C: -1.934 0.581 -1.237
H: 1.249 0.834 2.673
H: 1.362 -2.129 1.118

- total charge = +1
- LUMO (alpha / beta) (eV) = -6.0 / -9.6
- 2S+1 = 2
- HOMO energy (alpha / beta) (eV) = -14.213 / -14.213
- max |F| (eV Å⁻¹) = 1.5
- energy relative to the best compared isomer or geometry (same formula, charge and spin) (eV) = 2.171
- <S²> = 0.753
- HOMO-LUMO gap (alpha / beta) (eV) = 8.21 / 4.66

These are the Löwdin partial charges, in e, on atoms 1 to 6:
1 H 0.03
2 H 0.13
3 H 0.12
4 H 0.01
5 C -0.03
6 O -0.03


No. 3
DFT (ωB97M-V/def2-TZVPD) results for 3 unconnected molecules or ions with the total composition C12H33N3O3.

Cartesian coordinates (Å):
C: 2.225 0.269 0.250
C: 0.188 2.999 -0.951
C: 2.794 -3.367 -0.201
H: -1.952 2.038 -3.294
H: -2.130 1.731 -1.740
H: -4.371 0.029 -0.231
C: 0.225 3.229 -3.470
H: -2.055 0.561 1.637
O: 2.261 -1.102 0.579
H: 3.487 -2.775 1.552
O: -1.422 -2.045 1.570
O: -0.351 2.297 0.147
H: 0.663 -3.527 -0.333
N: -1.805 2.457 -2.378
H: 1.303 3.368 -3.374
H: -3.187 -2.115 0.657
H: -3.692 1.618 0.037
H: -0.550 2.522 2.280
H: 0.009 1.407 -2.406
H: 1.353 0.573 -0.336
C: 2.637 -1.869 -0.550
H: -0.626 -0.752 2.914
H: 3.159 -3.859 -1.103
C: -2.580 -0.012 0.862
H: 1.046 2.972 1.600
H: 1.185 -3.616 1.223
H: 0.103 4.092 -0.927
H: -1.165 -0.915 -0.263
C: -0.321 2.445 -2.272
C: -0.789 -1.833 2.804
C: -3.880 0.659 0.516
H: 1.352 -5.071 0.123
H: -1.370 -2.170 3.670
H: 1.834 -1.770 -1.289
H: 0.123 2.610 -4.369
H: 4.642 -3.110 0.568
N: -1.712 -0.064 -0.343
H: -1.079 0.744 -0.314
C: -2.698 -1.454 1.376
H: -0.299 3.927 1.312
H: -3.161 -1.575 2.365
H: 3.189 0.568 -0.169
H: 2.057 0.808 1.187
H: -4.528 0.726 1.392
C: 1.472 -3.999 0.242
N: 3.774 -3.523 0.917
H: 0.176 -2.331 2.760
C: -0.025 2.864 1.393
H: 1.276 2.839 -0.897
H: 3.602 -1.588 -0.986
H: -0.386 4.090 -3.737

- SMILES = COC[C@H](C)N.COC[C@H](C)N.COC[C@H](C)N
- LUMO (eV) = 0.7
- HOMO energy (eV) = -8.918
- max |F| (eV Å⁻¹) = 2.6
- energy relative to the best compared isomer or geometry (same formula, charge and spin) (eV) = 0.899
- HOMO-LUMO gap (eV) = 9.63

These are the Löwdin partial charges, in e, on atoms 1 to 6:
1 C -0.10
2 C -0.21
3 C -0.41
4 H 0.07
5 H 0.03
6 H 0.08


No. 4
DFT (ωB97M-V/def2-TZVPD) results for a molecular structure, C2H2FI3O.

Cartesian coordinates (Å):
C: 0.131 0.526 -0.201
I: 1.481 2.086 -0.073
O: 0.491 -0.721 -0.623
I: -2.197 2.446 0.260
H: -0.969 0.560 1.501
I: -2.533 -1.090 -0.193
H: 1.092 -0.754 -1.486
F: -0.672 1.104 -2.425
C: -1.208 0.528 0.496

- LUMO (eV) = -1.9
- HOMO energy (eV) = -9.454
- max |F| (eV Å⁻¹) = 4.3
- energy relative to the best compared isomer or geometry (same formula, charge and spin) (eV) = 3.555
- HOMO-LUMO gap (eV) = 7.58

These are the Löwdin partial charges, in e, on atoms 1 to 6:
1 C -0.91
2 I 1.01
3 O -0.13
4 I 0.78
5 H -0.02
6 I 0.81


No. 5
DFT (ωB97M-V/def2-TZVPD) results for a gas-phase ion, C7H2Cl4NO4 (charge -1).

Cartesian coordinates (Å):
C: -2.119 -0.259 0.801
C: -2.093 -1.581 0.340
O: -0.936 1.757 1.151
Cl: -3.505 -2.542 0.378
C: -0.874 -2.141 -0.162
N: 2.073 2.387 -0.403
Cl: -0.832 -3.772 -0.673
C: -0.940 0.610 0.752
H: 0.669 1.197 -1.260
Cl: 1.728 -2.022 -0.904
O: 1.450 0.441 0.948
O: 1.745 3.093 -1.370
C: 0.287 -1.390 -0.250
Cl: -3.544 0.406 1.444
C: 0.372 -0.017 0.253
H: 2.231 0.351 -0.988
C: 1.372 0.818 -0.512
O: 2.914 2.665 0.454

- total charge = -1
- LUMO (eV) = 2.5
- HOMO energy (eV) = -3.839
- max |F| (eV Å⁻¹) = 7.2
- energy relative to the best compared isomer or geometry (same formula, charge and spin) (eV) = 2.377
- HOMO-LUMO gap (eV) = 6.34

These are the Löwdin partial charges, in e, on atoms 1 to 6:
1 C -0.63
2 C -0.72
3 O 0.05
4 Cl 0.66
5 C -0.74
6 N -0.34


No. 6
DFT (ωB97M-V/def2-TZVPD) results for a molecular structure, C7H10O.

Cartesian coordinates (Å):
C: -1.956 -0.859 -0.010
O: 2.746 -0.010 -0.181
H: -1.755 -1.532 -0.971
C: 1.528 0.084 0.050
H: 1.634 -2.201 0.010
H: -2.858 1.328 0.851
H: -2.928 1.027 -1.137
H: -0.725 0.249 -1.170
H: 0.493 -0.918 -1.304
H: 0.938 1.560 1.242
C: 0.805 -1.166 -0.103
H: -0.367 -0.764 1.605
C: -2.320 0.769 -0.179
H: -3.025 -1.549 0.330
C: -0.486 -0.708 0.608
H: 0.939 2.230 -0.508
C: -0.590 0.558 -0.144
C: 0.633 1.431 0.196

- LUMO (eV) = 0.7
- HOMO energy (eV) = -8.894
- max |F| (eV Å⁻¹) = 6.2
- energy relative to the best compared isomer or geometry (same formula, charge and spin) (eV) = 7.314
- HOMO-LUMO gap (eV) = 9.64

These are the Löwdin partial charges, in e, on atoms 1 to 6:
1 C -0.19
2 O 0.02
3 H 0.12
4 C -0.42
5 H 0.22
6 H 0.14


No. 7
DFT (ωB97M-V/def2-TZVPD) results for a molecular structure, C40H39F3N5O3PSSbTi.

Cartesian coordinates (Å):
C: 4.726 4.497 0.057
H: -5.322 -2.793 4.548
H: 3.599 -2.393 0.349
C: -1.651 -1.887 3.752
C: 1.450 2.312 3.634
C: 4.653 -1.082 -2.826
H: 1.754 3.984 -2.472
C: 5.240 0.282 1.634
H: 5.539 2.614 -0.533
C: -0.716 3.560 -2.138
H: 2.389 2.561 4.105
H: 4.361 -1.948 -2.241
C: 1.430 3.300 -3.255
H: 1.451 5.140 0.673
H: -0.252 3.976 -1.241
H: -4.782 -1.588 2.460
H: -0.617 -1.676 3.503
C: 4.297 -1.819 0.948
H: 0.284 3.808 4.652
H: 2.215 2.570 -3.404
H: 1.291 2.722 0.086
C: 1.381 1.310 2.698
H: 5.668 -2.276 -4.317
C: -2.670 -1.521 2.870
H: 0.723 0.299 -5.766
C: -4.295 -2.532 4.326
H: 5.785 1.943 -4.946
N: 0.237 0.959 2.086
Ti: 0.238 -0.560 0.368
S: -1.008 0.592 -1.585
N: 0.316 -2.760 0.483
H: 1.287 3.870 -4.175
N: -2.089 1.046 1.928
H: -4.050 1.471 0.304
C: 4.716 1.291 -3.179
H: 6.681 0.171 3.242
H: 5.671 5.025 0.049
C: -1.962 -2.553 4.927
F: 6.473 -0.367 -5.850
C: -0.913 2.613 3.355
N: 0.198 2.646 -2.811
H: -3.522 -3.405 6.123
C: 5.386 -1.285 -3.986
C: 5.447 1.108 -4.346
C: 4.636 3.149 -0.261
C: 5.916 -1.744 2.687
F: 3.650 6.476 0.704
C: 0.274 2.993 3.939
C: 4.382 -0.434 0.801
C: -3.875 -1.871 -0.281
C: -0.910 1.543 2.456
C: 3.405 2.492 -0.242
C: 0.986 1.062 -5.036
H: 4.501 2.304 -2.855
H: -1.173 -2.840 5.610
H: -0.947 4.379 -2.820
H: 0.151 -1.368 -4.406
C: -3.283 -2.873 5.212
H: -1.844 3.102 3.610
H: 5.308 1.360 1.559
C: 4.304 0.203 -2.414
H: -5.898 1.253 -1.309
H: 0.422 1.962 -5.263
O: 1.102 -2.231 1.347
H: -2.919 1.448 2.347
P: -2.169 -0.595 1.403
H: -5.137 -2.948 -1.632
H: 5.013 -3.559 2.015
F: 6.662 -2.375 3.604
O: -0.503 -3.596 0.773
C: -4.908 -1.984 -1.198
C: -3.993 -1.856 3.153
H: -6.445 -0.951 -2.280
O: 0.561 -2.404 -0.716
C: 5.070 -2.487 1.887
C: 2.258 3.216 0.083
C: 0.042 1.303 -2.768
C: 3.568 5.175 0.391
C: 5.765 -0.181 -4.728
C: 6.011 -0.368 2.586
C: -3.574 -0.628 0.278
C: -4.301 0.497 -0.097
N: 0.616 0.551 -3.715
Sb: 3.121 0.441 -0.665
C: 2.329 4.564 0.408
C: 0.728 -0.901 -3.607
C: -5.333 0.377 -1.017
H: -1.631 3.050 -1.860
H: -3.297 -2.748 -0.009
H: 1.774 -1.185 -3.720
H: 2.054 1.260 -5.129
H: 0.354 -1.246 -2.654
H: 2.261 0.746 2.404
C: -5.638 -0.861 -1.564

- total charge = +1
- LUMO (alpha / beta) (eV) = -2.3 / -2.4
- 2S+1 = 3
- HOMO energy (alpha / beta) (eV) = -9.797 / -11.105
- max |F| (eV Å⁻¹) = 2.5
- energy relative to the best compared isomer or geometry (same formula, charge and spin) (eV) = 0.360
- <S²> = 2.006
- HOMO-LUMO gap (alpha / beta) (eV) = 7.49 / 8.75

These are the Löwdin partial charges, in e, on atoms 1 to 6:
1 C 0.01
2 H 0.11
3 H 0.09
4 C -0.09
5 C -0.05
6 C -0.12


No. 8
DFT (ωB97M-V/def2-TZVPD) results for 6 unconnected molecules or ions with the total composition C41H43N4O22.

Cartesian coordinates (Å):
N: -1.274 1.101 -2.020
H: 2.703 2.304 -1.018
O: -3.080 -5.675 -3.085
O: 4.774 0.717 4.940
C: -10.834 -2.895 -2.369
C: -0.023 1.589 -2.533
O: -10.707 -3.740 -3.234
C: -1.465 1.294 -0.591
H: 5.364 6.864 0.743
C: -6.794 0.744 -4.816
C: -2.469 -2.534 -1.551
C: 5.005 6.007 -1.308
N: 3.266 0.207 -2.196
C: -4.246 0.192 -5.929
C: 6.984 -1.325 7.844
C: 7.415 -0.144 2.489
H: 6.969 1.870 5.901
H: 5.309 -1.702 6.380
O: -11.168 0.105 0.357
O: 9.611 -2.403 10.137
C: -6.635 -0.145 -6.024
H: -12.022 -4.063 -0.968
H: 0.625 -0.395 -3.089
H: -12.229 -1.341 1.350
C: 7.046 1.312 4.980
H: 4.974 3.628 -0.386
C: -4.406 1.057 -4.710
C: 4.759 5.284 -2.547
H: 10.249 0.979 3.115
H: -2.200 0.583 -0.219
C: 4.634 3.084 -1.259
C: 8.348 1.238 4.340
C: -3.884 -4.025 -0.055
H: 5.495 2.565 -1.681
C: -3.857 -5.018 -0.955
N: 3.653 2.032 -0.788
H: 4.133 5.894 -3.197
H: -1.969 -1.586 -1.715
C: 8.194 -3.741 8.757
H: -0.915 3.223 0.318
H: -5.190 -0.997 -7.416
C: 5.997 0.695 4.420
O: -2.993 0.031 -6.343
O: 5.527 -2.647 6.497
C: 5.212 6.483 -0.239
C: -11.568 -3.096 -1.133
O: -1.796 -3.443 -3.605
H: -2.439 0.542 -5.724
H: 4.571 -0.343 0.282
C: -2.440 -3.528 -2.448
O: -12.313 -2.205 0.903
H: -9.805 0.402 -1.882
C: -3.197 -2.711 -0.306
H: -9.607 -2.328 -4.193
O: -2.690 2.636 0.999
O: -3.390 1.512 -4.202
C: 0.959 0.426 -2.458
H: -1.944 -4.297 -4.059
O: -4.511 -4.120 1.109
H: -4.380 -3.268 1.566
C: -11.661 -2.096 -0.246
O: -8.034 0.921 -4.413
C: 6.125 -0.081 3.140
H: -3.414 3.261 -1.440
H: 5.685 5.118 -3.094
H: 7.492 -0.701 1.564
O: 2.292 0.862 -2.874
H: 0.404 2.417 -1.953
H: -8.601 0.399 -5.016
C: -2.420 3.608 -1.171
H: -2.532 4.607 -0.759
O: 9.355 1.754 4.778
C: -1.785 2.729 -0.108
O: -9.508 -1.463 -3.747
H: 3.002 4.263 -1.929
H: 6.786 -4.785 7.460
N: 4.894 -0.046 -0.640
C: -3.146 -4.836 -2.209
H: -4.349 -5.966 -0.788
C: 6.531 -2.677 7.369
O: -3.278 -1.847 0.547
C: -10.179 -1.562 -2.602
H: 8.362 -0.277 9.161
H: -5.837 1.939 -3.337
O: 8.778 -4.714 9.188
H: -1.792 3.701 -2.056
C: -5.294 -0.371 -6.541
H: 4.209 0.199 4.337
C: -10.272 -0.560 -1.720
H: 3.844 3.452 -3.234
C: 8.056 -1.254 8.815
H: 3.496 -0.751 -2.450
H: -0.102 1.866 -3.581
O: -7.638 -0.627 -6.505
C: -5.735 1.303 -4.205
H: 1.004 0.039 -1.441
C: 3.991 3.978 -2.294
H: -0.529 0.999 -0.110
O: 5.120 -0.626 2.702
H: -3.376 1.997 0.782
H: 5.763 0.466 -0.534
O: 6.416 -0.354 7.374
C: 8.469 0.475 3.044
H: -2.064 1.411 -2.567
C: 8.629 -2.386 9.252
O: 9.676 0.464 2.511
C: -11.025 -0.754 -0.491
C: 3.916 0.768 -1.216
C: 7.102 -3.808 7.797
H: 9.842 -3.342 10.275

- total charge = +1
- LUMO (eV) = -3.6
- HOMO energy (eV) = -10.976
- max |F| (eV Å⁻¹) = 1.3
- energy relative to the best compared isomer or geometry (same formula, charge and spin) (eV) = 0.325
- HOMO-LUMO gap (eV) = 7.34

These are the Löwdin partial charges, in e, on atoms 1 to 6:
1 N -0.06
2 H 0.12
3 O 0.12
4 O 0.11
5 C -0.31
6 C -0.21